Entry 1:
A cluster of 9 separate species, C3H26N3O8 in total, computed with ωB97M-V with the def2-TZVPD basis set.

ORCA input file:
```
! RIJCOSX wB97M-V def2-TZVPD def2/J DEFGRID3
* xyz 1 1
C -2.74 -1.34 1.67
C -2.21 -0.17 0.87
N -1.21 -0.71 -0.09
C -0.85 -0.09 -1.20
N 0.12 -0.61 -1.94
N -1.35 1.10 -1.59
H -3.11 -2.10 0.98
H -3.56 -0.98 2.29
H -2.06 -1.77 2.40
H -3.00 0.31 0.30
H -1.72 0.66 1.36
H -0.59 -1.42 0.26
H 0.64 -1.46 -1.76
H 0.26 -0.24 -2.87
H -0.87 1.53 -2.35
H -1.61 1.71 -0.82
H 1.93 -2.69 1.42
H 1.52 -1.36 2.19
O 1.54 -1.82 1.31
H 1.64 1.41 -1.03
H 2.06 2.51 -0.09
O 1.27 2.11 -0.47
H 2.07 0.19 3.86
H 0.64 0.17 3.27
O 1.38 -0.40 3.53
H 0.47 2.66 2.45
H 0.40 1.81 1.17
O 0.19 1.80 2.13
H 2.48 -0.68 0.30
H 3.65 -0.49 -0.80
O 3.01 -0.06 -0.23
H 1.90 -3.33 -0.94
H 1.62 -4.13 -2.20
O 1.37 -3.33 -1.74
H 1.37 0.79 -4.98
H -0.09 0.59 -5.24
O 0.55 0.57 -4.52
H -2.84 3.64 0.80
H -1.83 2.82 1.52
O -2.42 2.77 0.76
*
```

- HOMO level: -13.0 eV
- Lowest unoccupied orbital energy: -2.39 eV
- Frontier orbital gap: 10.62 eV

Calculated atomic charges, method natural (NBO), unit e: C -0.628; C -0.229; N -0.567; C 0.684; N -0.803; N -0.791; H 0.226; H 0.234; H 0.219; H 0.219; H 0.215; H 0.433; H 0.441; H 0.431; H 0.413; H 0.440; H 0.484; H 0.521; O -1.018; H 0.509; H 0.488; O -0.979; H 0.495; H 0.509; O -0.962; H 0.483; H 0.512; O -1.003; H 0.506; H 0.480; O -1.009; H 0.475; H 0.495; O -0.957; H 0.494; H 0.492; O -0.964; H 0.489; H 0.486; O -0.964

=====

Entry 2:
A cluster of 12 separate species, H25O12 in total, computed with ωB97M-V with the def2-TZVPD basis set.

ORCA input file:
```
! RIJCOSX wB97M-V def2-TZVPD def2/J DEFGRID3
* xyz 2 2
O 0.17 1.64 -4.14
H 1.01 -2.30 -0.74
H 1.52 -1.90 4.01
O -1.03 -2.12 1.70
H 0.79 3.44 -0.52
H -1.55 -2.48 0.91
O -0.71 -0.29 -2.58
H -0.32 0.56 1.07
O 1.57 1.90 3.18
H -0.98 0.46 -3.33
H 2.00 1.95 4.03
O 0.54 0.70 0.80
H 0.17 -2.40 4.35
H 0.61 -3.15 1.78
O 1.36 -1.95 -1.51
H -3.99 -0.20 1.48
H 2.08 -2.57 -1.70
O 1.16 4.39 -0.55
H 1.27 0.43 -0.72
H 0.79 2.39 -3.95
O -3.18 1.04 -2.27
H 2.01 4.30 -0.95
H -4.03 0.83 -1.77
O 0.87 -2.54 3.71
H -1.34 0.03 -1.98
H 2.17 -2.77 1.52
O 1.31 -2.98 1.10
H -1.20 -2.74 2.35
H 1.18 0.58 1.56
O -3.11 -0.43 1.20
H 1.15 2.67 2.81
H -0.66 2.04 -4.61
O 1.63 0.58 -1.63
H -3.49 1.97 -2.65
H 0.73 0.44 -2.15
H -2.59 -1.16 1.75
H 2.07 -0.38 -1.56
*
```

- HOMO level (spin up / spin down): -17.2 / -16.3 eV
- Lowest unoccupied orbital energy (spin up / spin down): -6.24 / -14.31 eV
- Frontier orbital gap (spin up / spin down): 10.92 / 2.02 eV
- Energy relative to the best compared isomer or geometry (same formula, charge and spin): 82.3 kcal/mol

Calculated atomic charges, method natural (NBO), unit e: O -0.983; H 0.484; H 0.498; O -0.882; H 0.470; H 0.512; O -0.940; H 0.501; O -1.005; H 0.527; H 0.509; O -0.979; H 0.497; H 0.540; O -0.920; H 0.507; H 0.500; O -0.788; H 0.535; H 0.504; O -0.977; H 0.480; H 0.493; O -0.952; H 0.487; H 0.517; O -0.563; H 0.486; H 0.529; O -0.857; H 0.505; H 0.505; O -0.843; H 0.495; H 0.561; H 0.494; H 0.552

=====

Entry 3:
The molecule C11H10ClN5O3, computed with ωB97M-V with the def2-TZVPD basis set.

ORCA input file:
```
! RIJCOSX wB97M-V def2-TZVPD def2/J DEFGRID3
* xyz 0 1
C -5.63 -0.31 1.13
C -4.25 -0.21 0.59
C -3.38 -1.30 0.54
C -2.10 -1.05 0.04
O -1.24 -2.08 -0.07
C 0.10 -1.80 -0.15
C 0.89 -2.53 -1.05
C 2.23 -2.23 -1.08
C 2.67 -1.23 -0.19
O 3.97 -0.90 -0.20
C 4.42 0.03 0.77
C 4.15 1.50 0.46
N 3.57 1.75 -0.73
O 4.49 2.37 1.23
N 1.86 -0.61 0.65
N 0.59 -0.90 0.67
N -1.73 0.14 -0.40
C -2.64 1.10 -0.30
Cl -2.16 2.63 -0.87
N -3.86 0.99 0.17
H -5.71 0.28 2.04
H -6.33 0.11 0.41
H -5.90 -1.34 1.34
H -3.66 -2.28 0.87
H 0.45 -3.28 -1.69
H 2.93 -2.72 -1.73
H 3.97 -0.19 1.74
H 5.50 -0.11 0.83
H 3.31 2.70 -0.95
H 3.26 1.01 -1.34
*
```

- HOMO level: -9.3 eV
- Lowest unoccupied orbital energy: 0.14 eV
- Frontier orbital gap: 9.42 eV

Calculated atomic charges, method natural (NBO), unit e: C -0.646; C 0.283; C -0.351; C 0.554; O -0.467; C 0.430; C -0.219; C -0.225; C 0.447; O -0.487; C -0.177; C 0.654; N -0.813; O -0.607; N -0.273; N -0.207; N -0.504; C 0.389; Cl 0.044; N -0.487; H 0.240; H 0.240; H 0.215; H 0.233; H 0.238; H 0.237; H 0.231; H 0.222; H 0.408; H 0.397

=====

Entry 4:
A structure of composition C35H45ClF3KN2OPS2SbSe2, computed with ωB97M-V with the def2-TZVPD basis set.

ORCA input file:
```
! RIJCOSX wB97M-V def2-TZVPD def2/J DEFGRID3
* xyz -2 1
K 0.63 0.92 0.57
F 4.88 5.42 -2.86
C 4.02 5.03 -1.87
F 2.92 5.79 -2.04
F 4.61 5.43 -0.72
C 3.76 3.56 -1.92
C 4.29 2.83 -2.96
C 4.07 1.46 -3.05
C 3.30 0.90 -2.04
N 2.78 1.58 -1.03
C 2.96 2.92 -0.93
S 2.17 3.75 0.36
H 4.89 3.33 -3.71
H 4.47 0.86 -3.85
H 3.08 -0.16 -2.05
Se -4.06 0.45 -2.84
P -3.95 1.00 -0.74
Se -2.52 0.18 0.64
C -3.86 2.84 -0.67
C -2.94 3.49 0.14
C -2.86 4.87 0.16
C -3.72 5.62 -0.63
C -4.66 4.98 -1.43
C -4.72 3.60 -1.46
C -5.60 0.70 0.00
C -5.93 1.36 1.19
C -7.14 1.11 1.81
C -8.03 0.18 1.27
C -7.70 -0.47 0.10
C -6.49 -0.21 -0.54
H -2.28 2.89 0.76
H -2.12 5.36 0.78
H -3.66 6.71 -0.62
H -5.34 5.57 -2.04
H -5.43 3.10 -2.11
H -5.23 2.06 1.63
H -7.38 1.62 2.74
H -8.97 -0.03 1.77
H -8.38 -1.20 -0.33
H -6.23 -0.70 -1.47
C 4.83 -3.29 -1.23
C 3.35 -3.21 -0.86
Sb 2.77 -1.92 0.78
C 3.15 -3.33 2.37
C 4.21 -4.41 2.16
C 4.59 -0.75 0.96
C 5.76 -1.29 1.77
H 5.00 -3.97 -2.07
H 5.44 -3.64 -0.40
H 5.22 -2.31 -1.53
H 2.95 -4.19 -0.62
H 2.76 -2.85 -1.71
H 2.17 -3.79 2.55
H 3.35 -2.74 3.26
H 3.99 -5.01 1.28
H 4.26 -5.09 3.01
H 5.20 -3.98 2.02
H 4.24 0.20 1.38
H 4.91 -0.50 -0.06
H 5.46 -1.59 2.77
H 6.54 -0.53 1.88
H 6.22 -2.16 1.29
O 0.47 -0.65 -1.27
S -0.74 -0.47 -2.17
C -0.79 -1.93 -3.26
C 0.02 -1.60 -4.51
C -0.34 -0.15 -4.84
C -0.19 0.62 -3.53
H -1.84 -2.10 -3.48
H -0.40 -2.74 -2.65
H -0.20 -2.29 -5.32
H 1.09 -1.67 -4.29
H -1.38 -0.10 -5.17
H 0.28 0.28 -5.62
H -0.78 1.53 -3.48
H 0.85 0.82 -3.29
N -0.51 -3.21 0.84
H -0.51 -2.97 1.84
H -1.45 -3.56 0.66
H -0.48 -2.31 0.37
Cl -1.77 1.62 4.21
C -1.50 -0.12 4.33
C -2.54 -0.90 4.76
C -2.40 -2.28 4.92
C -1.14 -2.82 4.64
C -0.09 -2.04 4.20
C -0.20 -0.62 3.97
C 0.82 0.13 3.44
H -3.49 -0.42 4.96
H -3.23 -2.89 5.25
H -0.97 -3.89 4.77
H 0.87 -2.50 4.01
H 1.80 -0.32 3.33
H 0.76 1.21 3.39
*
```

- HOMO level: -0.6 eV
- Lowest unoccupied orbital energy: 3.78 eV
- Frontier orbital gap: 4.36 eV
- Energy relative to the best compared isomer or geometry (same formula, charge and spin): 22.5 kcal/mol

Calculated atomic charges, method Mulliken, unit e: K 1.562; F -0.335; C 0.566; F -0.232; F -0.240; C 0.001; C -0.173; C -1.190; C -0.732; N 0.186; C -0.117; S -0.515; H 0.434; H 0.428; H 0.895; Se -0.552; P 0.739; Se -0.403; C -0.013; C 0.011; C -0.757; C -0.369; C -0.632; C -0.480; C 0.413; C -0.467; C -0.659; C -0.359; C -0.574; C -0.332; H 0.331; H 0.428; H 0.360; H 0.354; H 0.324; H 0.372; H 0.364; H 0.356; H 0.361; H 0.241; C -1.051; C -0.647; Sb -0.330; C -0.764; C -1.158; C -0.574; C -1.255; H 0.392; H 0.177; H 0.215; H 0.634; H 0.176; H 0.450; H 0.537; H 0.256; H 0.401; H 0.151; H 0.598; H 0.246; H 0.303; H 0.395; H 0.185; O -0.491; S 0.416; C -0.872; C -0.446; C -0.646; C -0.219; H 0.358; H 0.368; H 0.393; H 0.165; H 0.261; H 0.384; H 0.398; H -0.028; N -0.648; H 0.224; H 0.294; H 0.074; Cl -0.287; C 0.387; C -0.401; C -0.724; C -0.138; C -0.843; C 1.087; C -2.178; H 0.371; H 0.335; H 0.309; H 0.362; H 0.224; H 0.579

=====

Entry 5:
The molecule C4H6N2, computed with ωB97M-V with the def2-TZVPD basis set.

ORCA input file:
```
! RIJCOSX wB97M-V def2-TZVPD def2/J DEFGRID3
* xyz 0 1
C -2.15 0.10 0.54
C -1.42 -0.11 -0.60
C 2.18 -0.16 -0.38
N 1.92 1.02 0.32
C 0.72 0.18 0.34
N -0.07 -0.02 -0.74
H -1.56 0.37 1.40
H -2.00 -0.19 -1.52
H -3.19 -0.12 0.68
H 2.11 -0.13 -1.46
H 2.92 -0.83 0.07
H 0.53 -0.11 1.37
*
```

- HOMO level: -7.8 eV
- Lowest unoccupied orbital energy: -1.77 eV
- Frontier orbital gap: 6.07 eV
- Energy relative to the best compared isomer or geometry (same formula, charge and spin): 148.1 kcal/mol

Calculated atomic charges, method natural (NBO), unit e: C -0.374; C -0.040; C -0.014; N -0.466; C 0.119; N -0.387; H 0.180; H 0.193; H 0.213; H 0.203; H 0.172; H 0.202

=====

Entry 6:
A structure of composition C2H3Li2O3, computed with ωB97M-V with the def2-TZVPD basis set.

ORCA input file:
```
! RIJCOSX wB97M-V def2-TZVPD def2/J DEFGRID3
* xyz 0 2
O 1.09 -1.36 0.07
C 0.79 -0.67 -0.89
C 0.09 0.66 -0.78
O -1.17 0.26 -0.42
O -0.81 0.20 2.72
Li -1.88 0.52 1.20
Li 0.39 -0.92 1.82
H 0.73 -1.15 -1.89
H 0.14 1.16 -1.77
H 0.64 1.30 -0.06
*
```

- HOMO level (spin up / spin down): -8.7 / -8.7 eV
- Lowest unoccupied orbital energy (spin up / spin down): 0.17 / -0.68 eV
- Frontier orbital gap (spin up / spin down): 8.86 / 7.99 eV
- Energy relative to the best compared isomer or geometry (same formula, charge and spin): 12.0 kcal/mol

Calculated atomic charges, method natural (NBO), unit e: O -0.684; C 0.480; C -0.147; O -0.988; O -0.933; Li 0.944; Li 0.934; H 0.118; H 0.147; H 0.129

=====

Number 6 is which compound?
C2H3Li2O3